No. 1
C36H36CsN5P2S5 as an isolated structure, computed with ωB97M-V/def2-TZVPD.

Geometry (Å):
1 Cs -1.480 -2.182 2.539
2 N -4.083 -0.842 6.950
3 C -3.134 -0.492 5.997
4 S -3.677 0.005 4.448
5 N -1.896 -0.502 6.448
6 N -0.965 -0.439 5.469
7 C 0.145 0.119 5.754
8 C 1.238 0.139 4.770
9 C 2.388 0.883 5.028
10 C 3.379 0.956 4.066
11 C 3.208 0.276 2.871
12 C 2.039 -0.454 2.710
13 N 1.083 -0.535 3.625
14 H -4.976 -1.056 6.537
15 H -3.748 -1.511 7.626
16 H 0.297 0.623 6.712
17 H 2.479 1.416 5.967
18 H 4.273 1.543 4.243
19 H 3.946 0.317 2.081
20 H 1.852 -1.000 1.792
21 C 0.883 2.534 -4.708
22 S 2.400 2.721 -3.744
23 C 2.829 0.980 -3.416
24 C 2.297 0.410 -2.106
25 C 0.774 0.465 -2.028
26 N 0.204 -0.132 -0.823
27 P -0.799 0.728 0.232
28 C 0.214 1.955 1.173
29 C -0.162 2.204 2.491
30 C 0.489 3.178 3.242
31 C 1.526 3.908 2.683
32 C 1.908 3.670 1.366
33 C 1.251 2.706 0.617
34 C -1.667 2.020 -0.802
35 C -2.123 1.696 -2.084
36 C -2.855 2.600 -2.844
37 C -3.160 3.855 -2.334
38 C -2.728 4.188 -1.058
39 C -1.992 3.284 -0.304
40 P -0.497 -1.922 -0.587
41 C -1.561 -1.828 -2.096
42 C -1.127 -1.985 -3.409
43 C -2.019 -1.889 -4.473
44 C -3.361 -1.623 -4.242
45 C -3.803 -1.435 -2.937
46 C -2.912 -1.531 -1.883
47 C 0.978 -2.862 -1.173
48 C 0.884 -4.001 -1.967
49 C 2.011 -4.769 -2.241
50 C 3.245 -4.414 -1.722
51 C 3.352 -3.288 -0.914
52 C 2.225 -2.528 -0.641
53 H 0.560 3.537 -4.983
54 H 0.094 2.059 -4.127
55 H 1.077 1.959 -5.614
56 H 3.920 0.958 -3.428
57 H 2.472 0.395 -4.268
58 H 2.739 0.948 -1.263
59 H 2.622 -0.629 -2.039
60 H 0.381 -0.048 -2.915
61 H 0.467 1.511 -2.105
62 H -0.970 1.630 2.941
63 H 0.184 3.352 4.267
64 H 2.040 4.660 3.271
65 H 2.711 4.246 0.920
66 H 1.536 2.554 -0.417
67 H -1.900 0.721 -2.499
68 H -3.190 2.314 -3.835
69 H -3.732 4.563 -2.922
70 H -2.964 5.161 -0.642
71 H -1.664 3.573 0.687
72 H -0.083 -2.192 -3.611
73 H -1.661 -2.035 -5.486
74 H -4.058 -1.569 -5.070
75 H -4.845 -1.212 -2.743
76 H -3.262 -1.373 -0.868
77 H -0.083 -4.321 -2.334
78 H 1.901 -5.672 -2.828
79 H 4.116 -5.030 -1.916
80 H 4.306 -3.017 -0.475
81 H 2.311 -1.648 -0.019
82 S -0.756 -6.705 -0.713
83 C -0.988 -5.420 0.361
84 S -0.405 -5.405 1.962
85 S -1.948 -4.023 -0.190

## Properties
Relative energy (zero: lowest compared OMol25 entry of this formula, charge and spin)   6.7 kcal per mole
Total charge   -2
Frontier orbital gap   4.6 eV
E_tot   -118671.2410 eV
Max |F|   0.0198 Eh/bohr

No. 2
C36H36KN3P4Se2 as an isolated structure, computed with ωB97M-V/def2-TZVPD.

Geometry (Å):
1 K -1.965 -0.705 -2.463
2 Se 4.423 1.649 -1.471
3 P 3.831 -0.155 -0.593
4 C 4.089 -0.153 1.218
5 C 4.745 -1.194 1.869
6 C 4.913 -1.145 3.240
7 C 4.434 -0.068 3.964
8 C 3.831 0.993 3.310
9 C 3.669 0.958 1.938
10 C 4.681 -1.667 -1.147
11 C 4.117 -2.908 -0.858
12 C 4.730 -4.058 -1.311
13 C 5.901 -3.975 -2.046
14 C 6.473 -2.743 -2.312
15 C 5.862 -1.584 -1.864
16 C 2.149 -0.604 -1.016
17 C 0.823 -0.730 -0.582
18 N 0.139 -1.227 -1.631
19 N 0.965 -1.358 -2.639
20 N 2.166 -0.995 -2.300
21 P -0.185 -0.597 0.877
22 Se -2.252 -0.359 0.566
23 C 0.368 0.815 1.863
24 C 0.284 0.771 3.249
25 C 0.512 1.921 3.981
26 C 0.802 3.112 3.335
27 C 0.871 3.158 1.952
28 C 0.657 2.010 1.211
29 C 0.211 -2.130 1.770
30 C -0.776 -3.077 1.989
31 C -0.442 -4.298 2.544
32 C 0.876 -4.573 2.867
33 C 1.862 -3.622 2.655
34 C 1.533 -2.399 2.105
35 H 5.121 -2.039 1.311
36 H 5.419 -1.954 3.746
37 H 4.547 -0.049 5.037
38 H 3.487 1.846 3.873
39 H 3.236 1.800 1.414
40 H 3.195 -2.970 -0.294
41 H 4.291 -5.019 -1.088
42 H 6.364 -4.877 -2.417
43 H 7.394 -2.684 -2.871
44 H 6.280 -0.610 -2.079
45 H 0.029 -0.157 3.744
46 H 0.445 1.897 5.058
47 H 0.967 4.010 3.912
48 H 1.088 4.092 1.454
49 H 0.719 2.027 0.129
50 H -1.800 -2.843 1.721
51 H -1.210 -5.033 2.727
52 H 1.135 -5.532 3.290
53 H 2.886 -3.833 2.922
54 H 2.293 -1.650 1.932
55 C -5.992 -1.242 -1.832
56 P -4.903 0.004 -2.628
57 C -6.004 0.489 -4.026
58 C -5.160 1.463 -1.563
59 C -6.310 1.645 -0.804
60 C -6.477 2.787 -0.044
61 C -5.495 3.765 -0.041
62 C -4.350 3.597 -0.796
63 C -4.171 2.449 -1.560
64 P -2.696 2.181 -2.598
65 C -1.449 3.242 -1.770
66 C -3.119 3.284 -4.011
67 H -7.050 -1.004 -1.931
68 H -5.721 -1.310 -0.780
69 H -5.795 -2.203 -2.306
70 H -6.858 1.052 -3.643
71 H -6.348 -0.416 -4.529
72 H -5.454 1.104 -4.735
73 H -7.084 0.892 -0.801
74 H -7.376 2.919 0.542
75 H -5.627 4.662 0.548
76 H -3.594 4.368 -0.788
77 H -1.642 4.306 -1.898
78 H -0.478 2.999 -2.204
79 H -1.436 2.990 -0.711
80 H -3.658 4.163 -3.651
81 H -3.739 2.746 -4.727
82 H -2.191 3.585 -4.500

## Properties
Total charge   0
Frontier orbital gap   7.5 eV
E_tot   -226561.2407 eV
Max |F|   0.0296 Eh/bohr

No. 3
C36H36N2O6S4V as an isolated structure, computed with ωB97M-V/def2-TZVPD.

Geometry (Å):
1 V -0.340 0.281 0.122
2 S -1.998 1.865 -0.378
3 C -2.549 1.084 -1.804
4 N -3.859 1.221 -2.212
5 C -4.382 0.415 -3.297
6 C -3.545 -0.838 -3.440
7 N -2.163 -0.445 -3.605
8 C -1.331 -1.208 -4.525
9 C -1.842 -1.069 -5.940
10 C -1.668 0.134 -6.619
11 C -2.179 0.303 -7.895
12 C -2.879 -0.727 -8.508
13 C -3.064 -1.926 -7.838
14 C -2.546 -2.094 -6.560
15 C -1.645 0.319 -2.577
16 S 0.041 0.312 -2.245
17 C -4.852 1.963 -1.452
18 C -5.751 1.069 -0.615
19 C -7.131 1.228 -0.663
20 C -7.966 0.400 0.075
21 C -7.428 -0.602 0.866
22 C -6.050 -0.759 0.932
23 C -5.216 0.071 0.199
24 H -4.371 0.973 -4.240
25 H -5.417 0.144 -3.067
26 H -3.868 -1.411 -4.307
27 H -3.666 -1.457 -2.540
28 H -1.303 -2.267 -4.234
29 H -0.325 -0.806 -4.443
30 H -1.135 0.942 -6.130
31 H -2.035 1.243 -8.413
32 H -3.275 -0.599 -9.508
33 H -3.617 -2.733 -8.303
34 H -2.693 -3.038 -6.047
35 H -5.469 2.518 -2.164
36 H -4.328 2.683 -0.827
37 H -7.562 2.009 -1.279
38 H -9.039 0.536 0.026
39 H -8.077 -1.254 1.435
40 H -5.618 -1.528 1.562
41 H -4.143 -0.051 0.265
42 O 2.280 1.511 2.577
43 C 1.239 1.218 2.049
44 O 0.830 1.447 0.836
45 C 0.159 0.288 2.772
46 O 0.308 -0.096 3.907
47 O -0.762 -0.010 1.917
48 O -1.554 -1.395 -0.372
49 S -1.579 -2.838 -0.773
50 C 0.128 -3.395 -1.172
51 C 0.982 -3.921 -0.027
52 C 2.494 -3.850 -0.311
53 C 3.065 -2.500 -0.755
54 S 2.679 -1.053 0.322
55 O 1.189 -1.158 0.493
56 C 3.406 -1.691 1.836
57 C 4.787 -1.682 1.961
58 C 5.361 -2.137 3.136
59 C 4.554 -2.573 4.179
60 C 3.174 -2.563 4.046
61 C 2.593 -2.126 2.865
62 C -1.888 -3.748 0.742
63 C -2.121 -3.031 1.903
64 C -2.491 -3.720 3.050
65 C -2.633 -5.099 3.019
66 C -2.386 -5.806 1.848
67 C -2.016 -5.130 0.697
68 H 0.530 -2.476 -1.601
69 H 0.003 -4.137 -1.964
70 H 0.725 -4.961 0.185
71 H 0.766 -3.354 0.870
72 H 2.747 -4.571 -1.094
73 H 3.013 -4.175 0.592
74 H 2.693 -2.204 -1.738
75 H 4.153 -2.544 -0.804
76 H 5.408 -1.313 1.151
77 H 6.438 -2.136 3.244
78 H 5.004 -2.902 5.107
79 H 2.537 -2.873 4.863
80 H 1.518 -2.093 2.766
81 H -1.992 -1.956 1.911
82 H -2.670 -3.173 3.966
83 H -2.947 -5.630 3.908
84 H -2.488 -6.883 1.830
85 H -1.839 -5.666 -0.229

## Properties
Total charge   0
Frontier orbital gap (alpha / beta)   5.6 / 5.6 eV
E_tot   -122211.4009 eV
Multiplicity   2
Max |F|   0.0665 Eh/bohr

No. 4
C36H36N6O5RhS2Te as an isolated structure, computed with ωB97M-V/def2-TZVPD.

Geometry (Å):
1 Rh 0.804 -1.043 1.892
2 N -2.900 -3.200 2.608
3 C -1.734 -2.454 2.599
4 S -0.582 -2.828 1.358
5 N -1.608 -1.570 3.542
6 N -0.396 -0.891 3.482
7 C -0.032 -0.308 4.564
8 C 1.189 0.453 4.771
9 C 1.490 0.804 6.093
10 C 2.622 1.516 6.431
11 C 3.490 1.905 5.404
12 C 3.220 1.594 4.092
13 C 2.065 0.860 3.715
14 O 1.845 0.644 2.464
15 H -3.161 -3.541 1.697
16 H -3.651 -2.750 3.108
17 H -0.703 -0.420 5.415
18 H 0.801 0.490 6.871
19 H 2.834 1.761 7.464
20 H 4.393 2.457 5.642
21 H 3.891 1.889 3.294
22 O 2.600 0.295 -0.778
23 C 3.080 -0.481 0.024
24 N 2.445 -1.588 0.544
25 S 3.387 -2.364 1.629
26 O 2.758 -2.240 2.937
27 O 3.792 -3.683 1.239
28 C 4.768 -1.262 1.524
29 C 5.976 -1.285 2.195
30 C 6.879 -0.270 1.910
31 C 6.575 0.718 0.973
32 C 5.361 0.712 0.301
33 C 4.460 -0.297 0.594
34 H 6.201 -2.058 2.917
35 H 7.834 -0.244 2.422
36 H 7.298 1.498 0.771
37 H 5.100 1.465 -0.431
38 C -1.804 -4.558 -3.033
39 C -0.599 -4.366 -3.946
40 O -0.582 -4.951 -5.036
41 N 0.332 -3.546 -3.425
42 Te -0.398 -0.073 -0.727
43 C -0.302 1.551 -2.125
44 C -0.779 2.833 -1.841
45 C -1.301 3.223 -0.489
46 C -0.760 3.808 -2.841
47 C -0.258 3.545 -4.103
48 C -0.240 4.604 -5.175
49 C 0.247 2.276 -4.354
50 C 0.241 1.271 -3.393
51 C 0.826 -0.065 -3.743
52 C -2.527 0.040 -0.495
53 C -3.308 -0.411 -1.573
54 C -2.692 -0.851 -2.875
55 C -4.694 -0.444 -1.451
56 C -5.335 -0.065 -0.281
57 C -6.833 -0.153 -0.148
58 C -4.553 0.382 0.772
59 C -3.162 0.459 0.686
60 C -2.456 1.060 1.875
61 H -2.045 -5.620 -2.979
62 H -2.665 -4.049 -3.474
63 H -1.620 -4.159 -2.036
64 H -0.753 2.705 0.297
65 H -2.356 2.962 -0.381
66 H -1.198 4.299 -0.336
67 H -1.136 4.801 -2.610
68 H -0.670 5.538 -4.812
69 H -0.811 4.288 -6.051
70 H 0.780 4.809 -5.509
71 H 0.663 2.052 -5.332
72 H 1.154 -0.089 -4.781
73 H 0.118 -0.881 -3.586
74 H 1.687 -0.296 -3.115
75 H -1.880 -1.562 -2.714
76 H -2.263 0.001 -3.411
77 H -3.442 -1.316 -3.515
78 H -5.285 -0.794 -2.293
79 H -7.305 -0.296 -1.120
80 H -7.245 0.752 0.302
81 H -7.121 -0.994 0.488
82 H -5.031 0.698 1.696
83 H -2.865 0.657 2.802
84 H -2.603 2.144 1.883
85 H -1.387 0.871 1.870
86 N 2.401 -3.045 -4.702
87 C 1.423 -3.328 -4.136

## Properties
Relative energy (zero: lowest compared OMol25 entry of this formula, charge and spin)   0.0 kcal per mole
Total charge   -2
Frontier orbital gap (alpha / beta)   6.5 / 6.5 eV
E_tot   -89069.8392 eV
Multiplicity   2
Max |F|   0.0079 Eh/bohr

No. 5
A 6-piece molecular cluster, C36H36O15P2 overall, computed with ωB97M-V/def2-TZVPD.

Geometry (Å):
1 C -1.441 -2.649 -6.369
2 C -2.356 -1.392 -6.943
3 O -2.300 -1.226 -8.404
4 C -1.208 -0.336 -8.828
5 C -1.435 1.254 -8.447
6 O -0.175 1.759 -7.872
7 C -0.183 1.734 -6.401
8 P 0.660 0.115 -5.839
9 C 2.420 0.391 -5.151
10 P 2.990 -1.334 -4.450
11 O 3.920 -1.979 -5.555
12 O 3.757 -1.056 -2.911
13 O 1.583 -2.408 -4.317
14 H -0.547 -2.945 -7.066
15 H -2.100 -3.630 -6.226
16 H -0.984 -2.387 -5.305
17 H -3.484 -1.687 -6.688
18 H -2.141 -0.415 -6.326
19 H -1.194 -0.378 -10.020
20 H -0.130 -0.697 -8.498
21 H -2.386 1.446 -7.783
22 H -1.613 1.855 -9.459
23 H 0.456 2.629 -5.961
24 H -1.267 1.773 -5.922
25 H -0.124 -0.313 -4.673
26 H 3.147 0.771 -5.994
27 H 2.411 1.200 -4.283
28 H 2.989 -1.039 -2.249
29 H 1.820 -3.186 -3.724
30 C 0.019 0.403 -1.470
31 C -0.588 1.588 -1.352
32 C -0.343 2.462 -0.187
33 O -0.900 3.545 -0.077
34 C 0.601 1.977 0.840
35 C 1.208 0.792 0.721
36 C 0.963 -0.082 -0.443
37 O 1.519 -1.165 -0.553
38 H -0.150 -0.250 -2.317
39 H -1.282 1.958 -2.097
40 H 0.770 2.630 1.687
41 H 1.902 0.422 1.466
42 C -2.058 0.876 5.896
43 C -0.902 1.449 5.546
44 C -0.177 1.030 4.330
45 O 0.881 1.552 4.009
46 C -0.779 -0.045 3.516
47 C -1.935 -0.618 3.867
48 C -2.660 -0.199 5.083
49 O -3.718 -0.721 5.403
50 H -2.602 1.171 6.785
51 H -0.448 2.239 6.132
52 H -0.235 -0.340 2.627
53 H -2.389 -1.408 3.281
54 C 1.394 1.042 10.273
55 C 0.683 1.343 9.182
56 C -0.134 2.571 9.115
57 O -0.786 2.847 8.117
58 C -0.133 3.454 10.298
59 C 0.578 3.153 11.389
60 C 1.394 1.925 11.457
61 O 2.047 1.649 12.454
62 H 1.997 0.145 10.339
63 H 0.673 0.707 8.306
64 H -0.737 4.351 10.232
65 H 0.588 3.789 12.266
66 C -6.679 1.041 4.123
67 C -6.276 1.216 5.386
68 C -6.655 2.419 6.152
69 O -6.285 2.580 7.306
70 C -7.497 3.422 5.469
71 C -7.899 3.248 4.207
72 C -7.521 2.044 3.441
73 O -7.891 1.883 2.286
74 H -6.410 0.165 3.547
75 H -5.659 0.489 5.900
76 H -7.766 4.299 6.045
77 H -8.517 3.975 3.692
78 C 6.635 -3.756 -4.397
79 C 6.506 -4.677 -5.357
80 C 7.339 -5.896 -5.366
81 O 7.223 -6.738 -6.246
82 C 8.317 -6.059 -4.272
83 C 8.445 -5.139 -3.312
84 C 7.613 -3.920 -3.303
85 O 7.729 -3.077 -2.423
86 H 6.033 -2.856 -4.376
87 H 5.793 -4.572 -6.166
88 H 8.919 -6.959 -4.293
89 H 9.159 -5.244 -2.503

## Properties
Total charge   0
SMILES   CCOCCOCPCP(=O)(O)O.O=C1C=CC(=O)C=C1.O=C1C=CC(=O)C=C1.O=C1C=CC(=O)C=C1.O=C1C=CC(=O)C=C1.O=C1C=CC(=O)C=C1
Frontier orbital gap   6.6 eV
E_tot   -87196.8480 eV
Max |F|   0.1074 Eh/bohr

Q: What is the E_tot in the fifth record?
A: -87196.8480 eV